{"formula": "C5H9N", "method": "the ωB97M-V functional and the def2-TZVPD basis", "elements": ["C", "C", "C", "N", "C", "C", "H", "H", "H", "H", "H", "H", "H", "H", "H"], "xyz": [[1.256, -0.518, -0.765], [0.474, 0.714, -1.258], [0.829, -0.570, 0.661], [-0.437, -0.160, 0.769], [-1.361, -0.560, 1.630], [-0.739, 0.809, -0.311], [0.937, -1.415, -1.325], [2.336, -0.415, -0.896], [1.106, 1.599, -1.154], [0.154, 0.651, -2.302], [1.289, -1.092, 1.487], [-1.126, -1.441, 2.210], [-2.260, 0.020, 1.775], [-0.834, 1.803, 0.137], [-1.698, 0.544, -0.766]], "mulliken_charge": [-0.565, -0.490, -0.565, 0.130, -0.532, -0.679, 0.235, 0.307, 0.264, 0.296, 0.419, 0.243, 0.253, 0.285, 0.400], "total_energy_ha": -250.58266, "e_above_lowest_kj_mol": 221.3, "lumo_energy_ev": 1.041, "molar_mass_g_mol": 83.13}

{"formula": "C5H18O4S", "method": "the ωB97M-V functional and the def2-TZVPD basis", "elements": ["C", "O", "C", "C", "C", "S", "C", "H", "H", "H", "H", "H", "H", "H", "H", "H", "H", "H", "H", "H", "H", "O", "H", "H", "O", "H", "H", "O"], "xyz": [[1.108, -0.497, 1.711], [-0.062, -0.541, 2.576], [0.787, -0.476, 0.213], [1.100, -1.757, -0.526], [-0.153, -2.545, -0.877], [-0.673, -2.045, -2.592], [-1.971, -0.864, -2.352], [1.686, -1.219, 2.019], [1.448, 0.474, 2.104], [-0.765, -1.149, 2.263], [-0.270, -0.197, 0.141], [1.208, 0.458, -0.215], [1.632, -2.419, 0.216], [1.503, -1.528, -1.642], [-1.004, -2.300, -0.178], [0.095, -3.637, -0.837], [-2.459, -1.175, -1.419], [-1.854, 0.163, -2.248], [-2.588, -0.857, -3.303], [3.411, 0.816, -0.780], [2.682, 1.987, -0.103], [3.487, 1.476, -0.195], [-0.491, 3.650, -0.722], [-1.175, 3.981, 0.568], [-1.295, 3.959, -0.342], [-2.570, 2.317, 2.214], [-1.114, 1.607, 2.201], [-1.703, 2.317, 2.104]], "mulliken_charge": [-0.639, -0.587, -0.047, -0.411, -0.730, -0.093, -0.813, 0.578, 0.213, 0.295, 0.164, 0.010, 0.230, 0.315, 0.250, 0.368, 0.232, 0.338, 0.294, 0.317, 0.318, -0.595, 0.284, 0.300, -0.597, 0.240, 0.352, -0.587], "total_energy_ha": -900.33156, "e_above_lowest_kj_mol": 128.5, "smiles": "CSCCCCO.O.O.O", "lumo_energy_ev": 0.354, "molar_mass_g_mol": 174.26}